ORCA calculation (wB97M-V/def2-TZVPD) on a 5-piece molecular cluster, C49H95Cl2F3NO23P4 overall at a distorted geometry.

```
177
Properties=species:S:1:pos:R:3:forces:R:3
C 2.1389 0.7980 1.9749 -0.2872 0.2001 -0.3455
C 2.9765 1.9736 2.4694 0.4420 0.1136 0.3348
C 2.4873 3.3041 1.9483 -0.3587 -0.9247 0.1818
O 1.3310 3.5862 2.0218 -0.4972 0.7268 -0.0624
O 3.3976 4.2065 1.4455 0.0878 -0.2652 -0.0676
C 3.6228 4.1185 0.0401 1.2494 0.6350 -0.2909
C 3.0603 5.3511 -0.7201 -0.1690 -0.7929 0.5253
C 1.6563 5.6225 -0.2516 0.1953 -0.2823 -1.1467
C 0.5545 5.0722 -0.9352 -0.1378 0.4062 0.9181
C 0.7182 4.2492 -2.1938 -0.4856 0.4320 0.3666
C 0.8318 2.7254 -1.9783 0.1820 -0.0028 -0.6455
O 1.0852 2.3824 -0.6488 0.1768 -0.0914 -0.2171
C 1.9199 2.2215 -2.9389 -0.7847 0.7796 -0.5659
F 1.5383 2.5750 -4.1861 0.0667 -0.1988 -0.0368
F 2.0656 0.9044 -2.9194 0.2522 -0.2302 0.3030
F 3.1064 2.8178 -2.7335 0.2100 -0.3852 0.2318
C -0.7191 5.3306 -0.4105 -0.0928 -0.6206 0.1555
C -1.9105 4.7202 -1.1297 0.2994 -0.1855 0.2079
O -2.5485 5.3360 -1.9216 -0.1479 0.6138 -0.6967
O -2.1540 3.4448 -0.8162 0.0235 0.4371 -0.0706
C -3.4096 2.9792 -1.3768 -0.6972 -1.8386 0.4739
C -3.8170 1.7224 -0.5817 1.2341 0.2798 0.3209
C -3.2534 0.4002 -1.1147 -0.6491 -0.1436 0.3311
C -3.0777 -0.6327 -0.0059 0.8956 -0.3224 0.0733
C -2.5267 -1.9558 -0.5223 -0.4253 -0.0993 0.5761
O -1.2099 -1.7881 -1.0922 -0.5992 0.5790 -0.7145
C -1.1252 -2.4046 -2.3011 0.7477 -0.3736 -0.7361
C -0.5073 -1.5985 -3.4108 0.0580 0.9736 0.6343
O -1.4996 -3.5225 -2.4959 -0.4094 -0.1258 0.1969
C -0.8939 6.1303 0.7319 -0.0982 0.0118 -0.3313
C -2.1893 6.5290 1.4292 0.5645 -0.2067 0.4028
Cl -3.4728 7.0608 0.3264 -0.0523 -0.0199 0.1599
C -2.7166 5.5037 2.4634 -0.9306 0.5337 -0.9239
C -3.3214 4.2421 1.8808 0.3408 -0.5273 1.0571
Cl -1.4342 5.1732 3.6475 -0.0787 -0.0711 0.0464
C 0.2413 6.6486 1.3033 -0.3667 -0.2223 -0.1858
N 1.4678 6.3877 0.8341 0.0880 0.5224 0.0851
C 2.5807 6.9945 1.6019 -0.1925 -0.3910 0.5930
H 2.2371 -0.0835 2.6021 0.2336 0.0305 0.0470
H 2.4068 0.5268 0.9517 0.0610 -0.0999 0.0256
H 1.0870 1.0856 1.9862 -0.0231 -0.0300 0.0055
H 2.8340 2.0375 3.5522 0.1518 0.0839 0.0479
H 4.0469 1.8451 2.3198 -0.0081 -0.0373 -0.1161
H 4.7056 4.1539 -0.0985 0.0143 -0.0754 0.0309
H 3.3002 3.1846 -0.4047 -0.4241 -0.0151 0.2784
H 3.0913 5.0781 -1.7694 -0.1630 0.1291 -0.0583
H 3.7292 6.1985 -0.6149 -0.0876 0.0890 0.1897
H 1.5405 4.6480 -2.7780 0.0971 -0.1309 0.0005
H -0.1645 4.4221 -2.8074 0.0079 0.0328 -0.0609
H -0.0964 2.2735 -2.3414 0.0065 -0.1400 0.1160
H 1.0869 1.4164 -0.6070 -0.0824 0.0145 0.2949
H -4.2077 3.7038 -1.2542 0.3469 0.4671 -0.2944
H -3.2605 2.6768 -2.4127 -0.0222 0.5628 -0.1766
H -3.3761 1.8764 0.4076 -0.2923 -0.0314 0.1382
H -4.8956 1.6690 -0.4514 -0.0528 0.0219 -0.1274
H -2.2789 0.5169 -1.5943 -0.0835 0.2354 -0.1432
H -3.9799 0.0125 -1.8352 0.3004 -0.0987 -0.2754
H -4.0033 -0.8622 0.5245 -0.1074 0.1260 -0.0643
H -2.3576 -0.2689 0.7354 -0.1621 0.2169 0.0653
H -3.2201 -2.3259 -1.2775 0.1893 -0.2723 -0.0626
H -2.4394 -2.6918 0.2748 -0.1846 -0.0258 0.0435
H 0.5445 -1.8389 -3.5397 0.0448 -0.1853 -0.0469
H -1.0447 -1.7417 -4.3423 0.0135 -0.3017 0.0055
H -0.5742 -0.5464 -3.1375 0.1335 0.1387 -0.1344
H -1.9440 7.4057 2.0256 -0.0093 0.0996 -0.1052
H -3.5225 6.0354 2.9678 0.1874 0.0717 0.2814
H -2.5353 3.5279 1.6474 -0.0523 0.0432 -0.3903
H -4.0046 4.4341 1.0581 0.1880 0.1321 -0.1551
H -3.9090 3.7769 2.6748 -0.0404 -0.0385 -0.0424
H 0.1624 7.2907 2.1659 0.1980 0.0100 0.0506
H 2.8820 6.2685 2.3512 0.1871 -0.0544 -0.1092
H 3.4255 7.2474 0.9804 -0.0547 0.1373 -0.0912
H 2.1958 7.8541 2.1392 0.0132 0.2241 -0.2925
O 5.1071 1.4399 5.3741 -2.6846 1.5569 1.2800
P 5.8275 2.0817 6.5039 6.1350 -2.2436 -0.6081
O 6.9001 3.0893 5.8010 -0.8117 0.0023 0.2885
C 6.4122 4.2293 5.0876 0.0530 0.3283 -0.1576
C 5.9244 5.3188 6.0264 -0.1519 -0.1196 0.0917
O 6.8256 0.8687 6.9575 -0.3528 0.3608 0.2434
C 6.5467 -0.4974 6.6406 0.1550 -0.2123 -0.2463
C 7.3714 -0.9462 5.4520 0.1774 0.0562 -0.0527
O 5.8075 2.7442 7.9645 -2.4945 0.3210 -1.1401
C 6.8375 2.5880 8.9585 0.3184 0.0060 0.8998
C 8.1852 3.1474 8.5693 0.0685 -0.0636 -0.4215
H 5.6172 3.9259 4.3977 0.0250 -0.0739 0.0300
H 7.2430 4.6071 4.4917 0.0853 -0.1256 0.0592
H 5.0412 4.9957 6.5835 -0.0102 0.0468 -0.0178
H 5.6652 6.2190 5.4666 0.0356 -0.0145 -0.0316
H 6.6918 5.5687 6.7582 0.0506 0.0427 -0.0600
H 5.4831 -0.6479 6.4636 -0.0129 0.1234 -0.0816
H 6.8144 -1.0887 7.5183 0.0280 0.1234 0.0700
H 7.2699 -0.2554 4.6150 -0.1859 -0.0014 0.0157
H 7.0708 -1.9423 5.1240 0.0065 -0.0081 0.0335
H 8.4299 -0.9726 5.7148 -0.0085 -0.0422 0.0187
H 6.9122 1.5476 9.2659 -0.0543 -0.0923 -0.2820
H 6.4693 3.1343 9.8281 -0.2340 0.0822 -0.1808
H 8.6549 2.5589 7.7833 -0.0337 -0.0112 -0.0144
H 8.8461 3.1357 9.4370 -0.1086 -0.0054 0.0740
H 8.0974 4.1725 8.2104 -0.0048 0.0252 0.0775
O -6.2685 -7.6044 -0.4800 2.6072 -1.7969 0.8455
P -5.6738 -7.7485 -1.8302 -4.2177 2.9003 -3.6917
O -5.2791 -6.2326 -2.2869 0.2554 -0.6345 0.2621
C -4.2377 -5.5485 -1.5850 0.2591 0.1547 0.1120
C -2.8586 -6.0624 -1.9472 -0.1156 -0.4916 0.1021
O -7.0200 -7.9997 -2.7313 0.5402 -0.2196 -0.0245
C -8.2325 -8.4797 -2.1423 -0.3130 0.2489 0.1031
C -9.1985 -7.3335 -1.9257 -0.0452 0.1577 -0.0987
O -4.7257 -8.5464 -2.8543 0.8637 -0.4422 2.5335
C -4.9953 -8.7359 -4.2493 0.1398 -0.4610 -0.7775
C -5.0469 -7.4671 -5.0679 -0.1890 0.3072 0.1970
H -4.4090 -5.6231 -0.5068 -0.0701 -0.0080 -0.0244
H -4.3203 -4.4968 -1.8634 -0.1221 -0.0408 -0.0689
H -2.7226 -7.0941 -1.6104 -0.0469 0.0198 0.0135
H -2.0925 -5.4488 -1.4869 -0.0030 0.0090 0.0214
H -2.7134 -6.0540 -3.0266 0.0337 0.1109 -0.0023
H -8.0328 -9.0122 -1.2144 0.0957 0.1083 0.0484
H -8.6713 -9.1971 -2.8381 0.1571 -0.0005 -0.0921
H -8.7233 -6.5101 -1.3932 0.0689 -0.1230 0.1407
H -10.0712 -7.6615 -1.3597 -0.0040 -0.0211 -0.0250
H -9.5363 -6.9381 -2.8856 -0.0358 -0.0429 -0.0030
H -5.8958 -9.3306 -4.3811 -0.1344 0.1150 0.2268
H -4.1703 -9.3519 -4.6117 0.1020 0.0304 0.2601
H -5.9268 -6.8708 -4.8318 -0.0042 -0.0144 0.0427
H -5.0885 -7.7210 -6.1286 0.0505 -0.1137 0.0327
H -4.1675 -6.8489 -4.8902 0.0439 -0.0487 -0.0403
O 9.3227 6.3389 3.7497 -0.2675 -0.2628 3.2809
P 10.4468 7.2510 4.0782 2.3829 1.6421 -5.8011
O 9.9917 8.7127 3.5118 -0.0507 -0.4549 0.6819
C 8.8938 9.3858 4.1329 -0.1578 0.2075 0.1259
C 9.2696 9.9714 5.4823 0.0706 -0.1500 0.0621
O 11.5297 6.8245 2.9269 -0.0065 0.1123 0.5432
C 11.4695 5.5567 2.2711 -0.1081 -0.0816 -0.3136
C 10.8336 5.6960 0.9031 0.0079 0.1463 -0.1330
O 11.5779 7.7399 5.1021 -2.0545 -1.1344 1.4303
C 12.8988 8.1786 4.7332 0.9276 0.1609 0.1930
C 12.9398 9.4233 3.8791 -0.3391 -0.0016 -0.2791
H 8.0453 8.7015 4.2300 0.0372 -0.0315 -0.0462
H 8.5993 10.1857 3.4535 0.0843 -0.0694 -0.0969
H 9.4960 9.1840 6.2047 -0.0415 0.0266 0.0186
H 8.4525 10.5744 5.8798 -0.0162 -0.0107 -0.0288
H 10.1584 10.5958 5.3979 -0.0351 0.0547 -0.0363
H 10.9400 4.8261 2.8803 -0.1062 0.0921 0.0342
H 12.4971 5.2039 2.1645 0.0421 0.1131 0.0711
H 9.8820 6.2246 0.9610 -0.0543 -0.1091 0.1443
H 10.6659 4.7171 0.4509 0.0359 -0.0025 0.0079
H 11.4800 6.2767 0.2431 0.0213 -0.0407 -0.0062
H 13.4539 7.3633 4.2753 -0.2504 -0.0997 -0.1375
H 13.3964 8.3881 5.6810 -0.2714 -0.0624 0.1287
H 12.5664 9.2357 2.8740 -0.0191 -0.0298 0.0109
H 13.9705 9.7701 3.7942 0.0242 -0.0679 0.1097
H 12.3379 10.2199 4.3151 0.0638 0.0180 0.0576
O -11.5211 -11.8683 -5.0547 2.4962 -2.1333 -0.1086
P -11.1260 -11.6478 -6.4664 -4.3436 4.1052 -2.0380
O -10.6332 -10.0929 -6.5330 0.2320 -0.6988 0.0406
C -9.4437 -9.7146 -5.8380 0.2797 0.1091 0.0539
C -8.1936 -10.1949 -6.5542 -0.0620 -0.1863 -0.0267
O -12.5939 -11.5387 -7.1823 0.4919 -0.1860 -0.1367
C -13.7664 -12.0892 -6.5776 -0.2701 0.1650 0.1838
C -14.5775 -11.0023 -5.9035 -0.0262 0.1947 -0.0621
O -10.4101 -12.1672 -7.8097 1.1512 -1.2192 2.1161
C -10.8788 -11.9169 -9.1443 -0.0445 -0.2207 -0.8762
C -10.8975 -10.4617 -9.5490 -0.1181 0.2440 0.3119
H -9.4762 -10.0939 -4.8131 -0.0621 -0.0128 -0.0206
H -9.4409 -8.6255 -5.7895 -0.1638 -0.0102 -0.0270
H -8.1314 -11.2854 -6.5512 0.0449 0.0196 0.0283
H -7.2995 -9.8010 -6.0709 -0.0162 0.0339 0.0293
H -8.1997 -9.8760 -7.5964 0.0101 0.0723 0.0159
H -13.5089 -12.8818 -5.8772 0.1156 0.0831 0.0633
H -14.3536 -12.5440 -7.3782 0.1105 0.0345 -0.0944
H -13.9597 -10.4037 -5.2347 0.0709 -0.1613 0.0879
H -15.4016 -11.4303 -5.3311 -0.0036 -0.0149 -0.0240
H -14.9902 -10.3211 -6.6496 -0.0346 -0.0333 -0.0075
H -11.8483 -12.3849 -9.2993 -0.0825 0.0731 0.2656
H -10.1789 -12.4503 -9.7898 0.1468 -0.0571 0.2475
H -11.6695 -9.9059 -9.0197 0.0011 -0.0254 0.0342
H -11.1027 -10.3852 -10.6179 0.0400 -0.1212 -0.0089
H -9.9408 -9.9832 -9.3414 0.0329 -0.0361 -0.0628
```
Positions in Å, forces in eV/Å.

Values from the calculation:
* largest force on an atom: 6.561 eV Å⁻¹
* charge: +1
* HOMO-LUMO gap: 7.575 eV
* HOMO: -11.09 eV
* energy: -171289.487 eV
* spin multiplicity: 1

These are the Mulliken partial charges, in e, on atoms 1 to 2: -1.28 -0.05